Molecular formula: C45H64BF3N6O4S
Method: DFT, ωB97M-V/def2-TZVPD

Calculated values
SMILES = CB(O)c1c(CCC(F)=C(F)F)c(COc2cc(C)ccc2C(C)C)c(CCCCCOC(C)=O)c2nsnc12.CCCC#N.CCCC#N.CCCC#N.CCCC#N
molecular weight = 852.9 g mol⁻¹
energy = -3104.129854 a.u.
largest force on an atom = 0.1586 Eh/bohr
orbital gap = 0.2293 Eh
E_LUMO = -0.0514 Ha

```
! RIJCOSX wB97M-V def2-TZVPD def2/J DEFGRID3
* xyz 0 1
C 1.089 -6.084 2.185
B 1.740 -5.987 0.650
O 2.695 -6.984 0.126
C 1.257 -4.637 -0.221
C 2.005 -3.150 -0.059
C 3.267 -2.887 0.954
C 2.679 -2.036 2.268
C 3.946 -1.671 3.244
F 3.794 -0.506 4.152
C 5.219 -2.452 3.313
F 5.136 -3.864 3.811
F 6.561 -1.913 2.904
C 1.322 -1.939 -0.990
C 1.913 -0.375 -0.922
O 3.363 -0.437 -1.148
C 4.056 0.790 -0.730
C 3.796 1.653 0.638
C 4.614 3.011 1.084
C 4.140 3.733 2.490
C 5.817 3.525 0.096
C 6.130 2.676 -1.306
C 5.273 1.317 -1.749
C 5.646 0.549 -3.149
C 6.925 1.182 -3.965
C 5.914 -1.061 -3.010
C 0.011 -2.212 -1.989
C -0.709 -1.013 -2.891
C -1.514 0.018 -1.897
C -3.099 0.268 -2.366
C -4.145 -0.424 -1.287
C -5.640 0.295 -1.273
O -5.801 1.289 -0.201
C -7.161 1.294 0.361
C -7.319 1.301 2.025
O -8.307 1.324 -0.325
C -0.714 -3.711 -2.133
N -1.921 -4.130 -2.951
S -2.023 -5.844 -2.479
N -0.735 -6.238 -1.357
C -0.044 -4.895 -1.220
H 0.210 -5.299 2.302
H 0.801 -7.173 2.500
H 1.956 -5.708 2.906
H 3.600 -6.672 0.478
H 4.190 -2.330 0.444
H 3.732 -3.872 1.423
H 2.080 -1.093 1.921
H 1.964 -2.809 2.826
H 1.584 0.035 0.122
H 1.447 0.326 -1.735
H 2.938 1.257 1.367
H 2.999 3.415 2.642
H 4.701 3.309 3.450
H 4.133 4.910 2.443
H 6.419 4.494 0.417
H 6.995 3.143 -1.978
H 4.700 0.689 -3.863
H 7.178 0.618 -4.973
H 7.876 1.022 -3.268
H 6.859 2.357 -4.130
H 6.852 -1.425 -3.644
H 4.981 -1.613 -3.510
H 5.941 -1.450 -1.895
H 0.053 -0.487 -3.626
H -1.539 -1.495 -3.600
H -0.954 1.048 -1.851
H -1.595 -0.526 -0.846
H -3.289 -0.047 -3.482
H -3.265 1.449 -2.333
H -3.713 -0.304 -0.182
H -4.309 -1.582 -1.479
H -6.520 -0.489 -1.184
H -5.741 0.858 -2.307
H -6.789 0.319 2.398
H -6.759 2.264 2.427
H -8.434 1.389 2.374
C 0.890 -6.505 -5.752
C 0.488 -5.195 -6.417
C 1.671 -4.436 -7.017
C 2.607 -3.959 -5.991
N 3.350 -3.586 -5.181
H 1.548 -6.333 -4.894
H 0.001 -7.031 -5.390
H 1.409 -7.161 -6.459
H -0.036 -4.566 -5.687
H -0.228 -5.418 -7.218
H 1.289 -3.574 -7.577
H 2.198 -5.073 -7.737
C -1.211 -1.167 6.424
C -1.784 -2.476 5.897
C -0.799 -3.256 5.026
C -0.486 -2.556 3.773
N -0.235 -2.002 2.785
H -0.983 -0.472 5.609
H -1.936 -0.678 7.084
H -0.295 -1.341 6.996
H -2.704 -2.268 5.337
H -2.065 -3.101 6.753
H -1.238 -4.232 4.788
H 0.122 -3.451 5.586
C 1.078 7.910 1.260
C 2.183 8.501 2.125
C 3.526 8.601 1.400
C 4.088 7.282 1.081
N 4.530 6.241 0.824
H 1.297 6.875 0.981
H 0.130 7.913 1.807
H 0.942 8.493 0.343
H 2.288 7.901 3.037
H 1.879 9.507 2.437
H 4.232 9.142 2.041
H 3.413 9.192 0.484
C -10.957 3.342 1.402
C -10.440 4.643 0.801
C -9.186 5.171 1.498
C -9.448 5.580 2.884
N -9.652 5.900 3.981
H -11.277 3.479 2.439
H -11.819 2.982 0.832
H -10.186 2.565 1.378
H -11.237 5.396 0.832
H -10.206 4.468 -0.256
H -8.810 6.035 0.938
H -8.397 4.411 1.475
*
```